ORCA calculation (the ωB97M-V functional and the def2-TZVPD basis) on an isolated molecule of C4H6N2S2 at a distorted geometry.

As for the total charge: 0. Its LUMO energy is -0.50 eV. The HOMO-LUMO gap is 0.287 hartree. As for the SMILES: N/C=N\C=C/C(=S)S. The value obtained for the total energy is -1061.87039 hartree. The relative energy (zero: lowest compared OMol25 entry of this formula, charge and spin) is 1.246 eV.

Each atom is followed by the atoms it is bonded to, with distances in Å.
Atoms and positions in Å:
1 C -1.75689 0.68773 0.10564  H7 1.076, N11 1.363, N12 1.280
2 C 0.05198 -0.54060 -0.64868  C3 1.355, H8 1.109, N12 1.400
3 C 1.37606 -0.78294 -0.49073  C2 1.355, C4 1.453, H9 1.070
4 C 2.44075 0.09049 -0.02631  C3 1.453, S13 1.748, S14 1.652
5 H -3.17493 -0.19490 1.25812  N11 0.990
6 H -1.87357 -1.18116 0.98980  N11 0.984
7 H -2.32352 1.60196 0.12992  C1 1.076
8 H -0.59407 -1.37795 -0.98227  C2 1.109
9 H 1.69189 -1.78104 -0.71131  C3 1.070
10 H 0.97420 1.89820 -0.32442  S13 1.346
11 N -2.35751 -0.36568 0.72708  C1 1.363, H5 0.990, H6 0.984
12 N -0.61851 0.67695 -0.48026  C1 1.280, C2 1.400
13 S 2.25466 1.82490 0.08542  C4 1.748, H10 1.346
14 S 3.90945 -0.55597 0.36800  C4 1.652

ORCA calculation (the ωB97M-V functional and the def2-TZVPD basis) on the ion C4H6N3 with charge +1 at a distorted geometry.

As for the total charge: +1. Its LUMO energy is -3.94 eV. The HOMO-LUMO gap is 0.316 hartree. As for the SMILES: [NH+]#CNCC#CN. The value obtained for the total energy is -319.89500 hartree. The relative energy (zero: lowest compared OMol25 entry of this formula, charge and spin) is 3.718 eV.

Each atom is followed by the atoms it is bonded to, with distances in Å.
Atoms and positions in Å:
1 C -2.26965 -0.06651 -0.18075  C3 1.207, N5 1.298
2 C 0.27594 0.65952 -0.26232  C3 1.483, N6 1.614, H8 1.106, H9 1.102
3 C -1.08441 0.07769 -0.35589  C1 1.207, C2 1.483
4 C 2.64206 -0.29692 0.03466  N6 1.249, N7 1.182
5 N -3.49082 -0.44430 0.04201  C1 1.298, H10 0.945, H12 1.000
6 N 1.42709 -0.30959 0.32180  C2 1.614, C4 1.249, H11 1.021
7 N 3.79445 -0.07180 -0.10008  C4 1.182, H13 1.051
8 H 0.12044 1.19575 0.69285  C2 1.106
9 H 0.81408 1.26842 -1.00613  C2 1.102
10 H -4.11462 0.07466 -0.44196  N5 0.945
11 H 1.25105 -1.00206 1.05136  N6 1.021
12 H -3.88045 -0.60046 0.94971  N5 1.000
13 H 4.51484 -0.48440 -0.74525  N7 1.051

ORCA calculation (the ωB97M-V functional and the def2-TZVPD basis) on the ion C4H6N3 with charge +1 at a distorted geometry.

As for the total charge: +1. Its LUMO energy is -4.58 eV. The HOMO-LUMO gap is 0.333 hartree. The value obtained for the total energy is -319.81661 hartree. The relative energy (zero: lowest compared OMol25 entry of this formula, charge and spin) is 5.851 eV.

Each atom is followed by the atoms it is bonded to, with distances in Å.
Atoms and positions in Å:
1 C 2.50446 -0.80140 -0.14876  C2 1.335, N5 1.309, H8 1.028
2 C 1.61765 0.15684 0.12821  C1 1.335, N7 1.398
3 C -0.73193 0.56156 0.73775  C4 1.494, N7 1.479, H9 1.078, H10 1.072
4 C -0.69550 0.65252 -0.75320  C3 1.494, N7 1.531, H11 1.063, H12 1.119
5 N 3.62631 -0.14912 0.02222  C1 1.309, N6 1.111
6 N 4.25924 0.75955 0.10933  N5 1.111
7 N 0.28144 -0.23916 0.01735  C2 1.398, C3 1.479, C4 1.531, H13 1.036
8 H 2.52195 -1.82606 -0.23169  C1 1.028
9 H -0.32101 1.37582 1.31167  C3 1.078
10 H -1.51831 0.19552 1.36812  C3 1.072
11 H -1.40433 -0.05977 -1.09920  C4 1.063
12 H -0.37998 1.63032 -1.19718  C4 1.119
13 H 0.23682 -1.24398 -0.22978  N7 1.036

ORCA calculation (the ωB97M-V functional and the def2-TZVPD basis) on the ion C4H6N3 with charge +1 at a distorted geometry.

As for the total charge: +1. Its LUMO energy (spin up / spin down) is -8.27 / -8.27 eV. The HOMO-LUMO gap (spin up / spin down) is 0.239 / 0.239 hartree. As for the SMILES: C=[N+]1N=NC=C1C. The value obtained for the total energy is -319.83985 hartree. The relative energy (zero: lowest compared OMol25 entry of this formula, charge and spin) is 5.218 eV.

Each atom is followed by the atoms it is bonded to, with distances in Å.
Atoms and positions in Å:
1 C -1.18562 1.27399 -0.16826  C2 1.391, N5 1.405, H8 1.066
2 C -0.03142 0.51253 -0.01958  C1 1.391, C4 1.451, N7 1.417
3 C 0.16506 -2.12924 0.24326  N7 1.561, H9 1.099, H10 1.084
4 C 1.35336 0.93738 -0.10306  C2 1.451, H11 1.167, H12 1.072, H13 1.168
5 N -2.29867 0.41974 -0.09110  C1 1.405, N6 1.286
6 N -1.95047 -0.81212 0.03078  N5 1.286, N7 1.358
7 N -0.60041 -0.77118 0.16976  C2 1.417, C3 1.561, N6 1.358
8 H -1.16913 2.32844 -0.32631  C1 1.066
9 H -0.61723 -2.90111 0.21047  C3 1.099
10 H 1.19580 -2.24635 0.55711  C3 1.084
11 H 2.14318 0.21904 0.36722  C4 1.167
12 H 1.37660 1.91924 0.32648  C4 1.072
13 H 1.61894 1.24964 -1.19679  C4 1.168

ORCA calculation (the ωB97M-V functional and the def2-TZVPD basis) on the ion C4H6N3O2S with charge -1 at a distorted geometry.

As for the total charge: -1. Its LUMO energy (spin up / spin down) is 3.58 / 3.57 eV. The HOMO-LUMO gap (spin up / spin down) is 0.250 / 0.249 hartree. The value obtained for the total energy is -868.77545 hartree. The relative energy (zero: lowest compared OMol25 entry of this formula, charge and spin) is 5.355 eV.

Each atom is followed by the atoms it is bonded to, with distances in Å.
Atoms and positions in Å:
1 C 1.32944 -0.19931 1.19522  C2 1.380, N5 1.328, H11 1.133
2 C 0.36916 0.72809 1.54443  C1 1.380, S10 1.687
3 C -0.63910 0.34907 -0.71715  N6 1.304, N7 1.253
4 C 0.77453 -0.98551 -2.25390  N6 1.469, H12 1.148, H13 1.134, H14 1.068
5 N 1.53829 -0.61319 -0.04918  C1 1.328, N6 1.473
6 N 0.46625 -0.28033 -1.00296  C3 1.304, C4 1.469, N5 1.473
7 N -1.73248 0.70765 -1.21226  C3 1.253, H16 0.979
8 O -0.06607 1.97351 3.69047  S10 1.455
9 O -2.14143 0.90418 2.32018  S10 1.746, H15 0.975
10 S -0.52562 0.79428 2.97356  C2 1.687, O8 1.455, O9 1.746
11 H 2.18218 -0.68009 1.76661  C1 1.133
12 H 1.63305 -1.72858 -2.08436  C4 1.148
13 H -0.07647 -1.71780 -2.41424  C4 1.134
14 H 0.82065 -0.25261 -3.03004  C4 1.068
15 H -2.07101 0.50621 1.43313  O9 0.975
16 H -1.86136 0.49442 -2.15952  N7 0.979

ORCA calculation (the ωB97M-V functional and the def2-TZVPD basis) on the ion C4H6N3O3 with charge -1 at a distorted geometry.

As for the total charge: -1. Its LUMO energy is 3.66 eV. The HOMO-LUMO gap is 0.254 hartree. The value obtained for the total energy is -545.85522 hartree. The relative energy (zero: lowest compared OMol25 entry of this formula, charge and spin) is 4.718 eV.

Each atom is followed by the atoms it is bonded to, with distances in Å.
Atoms and positions in Å:
1 C -1.58778 1.06552 -0.42469  C2 1.361, C3 1.449, H11 1.083
2 C -0.80849 2.08362 0.03318  C1 1.361, C4 1.407, H12 1.091
3 C -1.09879 -0.29194 -0.28993  C1 1.449, N5 1.340, O9 1.266
4 C 0.27699 1.80832 0.88560  C2 1.407, O10 1.361
5 N 0.20555 -0.33614 0.01230  C3 1.340, N7 1.363
6 N 1.60720 -2.08291 -0.56059  N7 1.436, H13 1.016, H14 1.029
7 N 0.82447 -1.46059 0.47066  N5 1.363, N6 1.436, O8 1.417
8 O -0.03751 -2.45634 0.99410  N7 1.417, H15 1.006
9 O -1.82632 -1.31424 -0.45860  C3 1.266
10 O 1.46997 2.42986 0.67635  C4 1.361, H16 0.967
11 H -2.54090 1.22237 -0.91513  C1 1.083
12 H -1.11782 3.11903 -0.11634  C2 1.091
13 H 2.39543 -1.46676 -0.74006  N6 1.016
14 H 1.05663 -2.15381 -1.42688  N6 1.029
15 H -0.88890 -2.33514 0.47121  O8 1.006
16 H 2.07028 2.16915 1.38881  O10 0.967

What did the second record say?
ORCA calculation (the ωB97M-V functional and the def2-TZVPD basis) on the ion C4H6N3 with charge +1 at a distorted geometry.

As for the total charge: +1. Its LUMO energy is -3.94 eV. The HOMO-LUMO gap is 0.316 hartree. As for the SMILES: [NH+]#CNCC#CN. The value obtained for the total energy is -319.89500 hartree. The relative energy (zero: lowest compared OMol25 entry of this formula, charge and spin) is 3.718 eV.

Each atom is followed by the atoms it is bonded to, with distances in Å.
Atoms and positions in Å:
1 C -2.26965 -0.06651 -0.18075  C3 1.207, N5 1.298
2 C 0.27594 0.65952 -0.26232  C3 1.483, N6 1.614, H8 1.106, H9 1.102
3 C -1.08441 0.07769 -0.35589  C1 1.207, C2 1.483
4 C 2.64206 -0.29692 0.03466  N6 1.249, N7 1.182
5 N -3.49082 -0.44430 0.04201  C1 1.298, H10 0.945, H12 1.000
6 N 1.42709 -0.30959 0.32180  C2 1.614, C4 1.249, H11 1.021
7 N 3.79445 -0.07180 -0.10008  C4 1.182, H13 1.051
8 H 0.12044 1.19575 0.69285  C2 1.106
9 H 0.81408 1.26842 -1.00613  C2 1.102
10 H -4.11462 0.07466 -0.44196  N5 0.945
11 H 1.25105 -1.00206 1.05136  N6 1.021
12 H -3.88045 -0.60046 0.94971  N5 1.000
13 H 4.51484 -0.48440 -0.74525  N7 1.051

> The highest relative energy (zero: lowest compared OMol25 entry of this formula, charge and spin) belongs to which entry?

number 3

> Which formula does entry 3 have?

C4H6N3

Repeat the first record exactly.
ORCA calculation (the ωB97M-V functional and the def2-TZVPD basis) on an isolated molecule of C4H6N2S2 at a distorted geometry.

As for the total charge: 0. Its LUMO energy is -0.50 eV. The HOMO-LUMO gap is 0.287 hartree. As for the SMILES: N/C=N\C=C/C(=S)S. The value obtained for the total energy is -1061.87039 hartree. The relative energy (zero: lowest compared OMol25 entry of this formula, charge and spin) is 1.246 eV.

Each atom is followed by the atoms it is bonded to, with distances in Å.
Atoms and positions in Å:
1 C -1.75689 0.68773 0.10564  H7 1.076, N11 1.363, N12 1.280
2 C 0.05198 -0.54060 -0.64868  C3 1.355, H8 1.109, N12 1.400
3 C 1.37606 -0.78294 -0.49073  C2 1.355, C4 1.453, H9 1.070
4 C 2.44075 0.09049 -0.02631  C3 1.453, S13 1.748, S14 1.652
5 H -3.17493 -0.19490 1.25812  N11 0.990
6 H -1.87357 -1.18116 0.98980  N11 0.984
7 H -2.32352 1.60196 0.12992  C1 1.076
8 H -0.59407 -1.37795 -0.98227  C2 1.109
9 H 1.69189 -1.78104 -0.71131  C3 1.070
10 H 0.97420 1.89820 -0.32442  S13 1.346
11 N -2.35751 -0.36568 0.72708  C1 1.363, H5 0.990, H6 0.984
12 N -0.61851 0.67695 -0.48026  C1 1.280, C2 1.400
13 S 2.25466 1.82490 0.08542  C4 1.748, H10 1.346
14 S 3.90945 -0.55597 0.36800  C4 1.652